2 unconnected molecules or ions with the total composition C3H5F2NS in a non-equilibrium geometry. Source: the Open Molecules 2025 dataset; level of theory: ωB97M-V/def2-TZVPD.

ΔE to the lowest compared entry with this formula, charge and spin = 339.9 kJ/mol
LUMO (alpha / beta) = -0.012 / -0.001 Ha
Calculated total energy = -769.845832 a.u.

```
12
Properties=species:S:1:pos:R:3:forces:R:3:mulliken_charge:R:1
C -1.219046 0.430194 0.240861 0.2 -1.8 -1.6 0.114
C 1.144900 0.887444 -0.055594 1.0 2.3 5.3 -0.835
C -0.454683 -1.830090 -0.106160 1.8 3.7 2.9 0.067
N -0.259259 1.316466 0.120349 2.2 -1.7 -0.6 -0.142
F 0.455612 -1.929009 -1.056660 -0.6 -0.3 -0.4 -0.179
F 0.192789 -2.054034 1.090603 -0.5 -0.2 -0.9 -0.208
S -2.786902 0.632158 0.120791 -1.0 -0.1 0.4 -0.341
H 1.625741 1.889459 0.240782 0.2 -1.6 -0.6 0.328
H 1.521677 0.145111 0.769232 -1.1 1.2 -1.7 0.296
H 1.501437 0.630023 -0.986864 0.1 -0.8 -2.2 0.309
H -1.361319 -2.360333 -0.113181 -1.1 -0.8 -0.8 0.323
H -0.360944 2.242614 -0.264156 -1.0 0.1 0.2 0.269
```
Positions in Å, forces in eV/Å.